No. 1
53
Properties=species:S:1:pos:R:3:forces:R:3 method="wB97M-V/def2-TZVPD" orbital_gap_ev=5.98 relative_energy_ev=0.000 e_lumo_ev=-7.33 charge=+2
Ta -2.879485 -0.311532 -0.866362 0.2 1.5 0.1
S -3.011849 -0.654425 -3.291800 -1.6 0.3 0.4
As -5.180492 0.015112 -2.710202 2.2 0.2 1.0
S -4.350175 -0.986274 0.857448 0.1 -0.2 0.1
S -4.387972 1.605726 -1.290262 -0.6 -1.3 -0.5
S -4.763986 -2.015525 -0.838633 0.3 1.4 -0.6
C 2.602054 3.332140 2.137118 -1.0 0.7 -1.3
C 2.098865 1.930214 2.185949 0.1 -1.5 0.1
C 2.889790 0.826960 2.592240 0.1 2.0 0.2
C 2.292645 -0.410937 2.648713 -1.1 -1.3 0.7
N 0.994699 -0.640620 2.327146 0.2 1.1 -0.3
C 0.271782 0.384957 1.920730 -0.3 0.2 -0.2
S -1.447248 0.400873 1.698867 -1.0 -0.1 -0.5
N 0.811837 1.630184 1.809616 2.1 0.4 0.5
C 2.963100 -1.627854 3.198452 -0.2 -0.9 0.6
H 3.181613 3.466332 1.200301 -0.5 -0.1 0.2
H 3.341769 3.496187 2.895107 0.1 0.2 0.7
H 1.766684 4.111478 2.145641 1.2 -1.1 0.2
H 3.908599 0.989418 3.014077 -0.9 -0.1 -0.6
H 0.192981 2.357847 1.498843 -0.2 0.3 0.0
H 2.871337 -1.707092 4.342539 0.0 0.3 -1.7
H 4.025782 -1.574751 2.957015 0.0 -0.4 0.1
H 2.458296 -2.541727 2.748590 0.9 1.1 0.6
N 2.966591 3.596988 -3.237916 1.0 0.1 0.7
C 1.815963 4.259166 -2.942040 0.0 1.1 0.5
S 1.541546 5.886899 -3.001222 0.3 -1.0 -0.3
C 0.776443 3.341284 -2.474107 -2.6 -1.1 1.1
C -0.340796 3.740980 -1.665910 1.5 0.8 1.1
C -1.226049 2.822034 -1.138584 0.2 0.1 0.1
N -1.210697 1.530948 -1.467914 -0.5 -1.2 -0.4
C -0.240200 1.158629 -2.297398 0.1 -2.3 0.3
C 0.782782 1.957013 -2.721612 1.7 0.5 -0.8
H 3.751669 4.208700 -3.452062 -0.2 -0.2 -0.1
H 3.221964 2.881468 -2.536670 -0.2 0.4 -0.9
H -0.341242 4.714465 -1.123470 -0.1 -0.5 -1.2
H -1.898085 3.117156 -0.345745 -0.3 0.1 -0.1
H -0.185085 0.063685 -2.544180 -0.2 1.2 0.2
H 1.656162 1.442587 -3.187623 -1.0 0.7 0.0
C -0.520600 -2.899761 1.470795 0.1 2.3 -2.9
N -1.409942 -3.632997 0.528536 0.3 1.3 -2.4
C -1.792865 -5.047701 0.823362 -0.4 0.7 0.5
C -1.680530 -3.046615 -0.674905 1.0 -1.7 2.6
C -2.016347 -3.917045 -1.803439 0.2 0.7 -1.4
O -1.548130 -1.774628 -0.878621 0.9 -0.5 0.9
H 0.517573 -2.963814 1.082269 -0.5 -0.3 0.2
H -0.553333 -3.274933 2.436194 -0.4 -0.6 1.7
H -0.755732 -1.776667 1.414269 0.0 -2.2 0.4
H -1.216660 -5.358549 1.693248 -0.1 0.0 -0.1
H -1.684758 -5.809289 0.051562 0.3 0.5 -0.3
H -2.853456 -4.971214 1.087837 0.2 -0.4 0.1
H -2.878824 -4.497254 -1.533682 -0.3 -0.6 -0.3
H -1.138638 -4.536650 -2.035374 -0.3 -0.2 0.2
H -2.189346 -3.291576 -2.706735 -0.2 -0.5 0.7

***

No. 2
47
Properties=species:S:1:pos:R:3:forces:R:3 method="wB97M-V/def2-TZVPD" orbital_gap_ev="8.13 / 3.73" multiplicity=5 e_lumo_ev="-7.32 / -11.72" s2=6.080 charge=+2
C -0.348942 2.766694 -0.812088 0.1 -2.7 -0.1
N -0.142848 1.586638 -1.428585 -0.2 3.6 1.5
N 0.165043 1.863741 -2.759215 -0.4 2.5 -0.5
C 0.089612 3.188237 -2.959925 0.6 -2.7 -1.4
C -0.230924 3.805416 -1.748602 -0.1 1.0 0.3
B 0.366207 0.666014 -3.742772 0.2 -1.4 -0.1
N 1.469777 -0.245475 -3.123168 -0.3 -0.1 0.8
N 1.334205 -0.655302 -1.798844 0.9 0.0 -0.6
C 2.405499 -1.423291 -1.499393 -0.5 0.3 -0.9
C 3.192511 -1.563051 -2.641487 0.0 0.2 0.0
C 2.563970 -0.818348 -3.640854 -0.1 0.2 0.5
Cr -0.354222 -0.351243 -0.885870 0.4 -1.8 2.9
N -0.958741 -0.155395 -3.659294 -0.5 0.0 0.8
N -1.405248 -0.586444 -2.405928 -1.1 -0.3 -2.2
C -2.575825 -1.246986 -2.581244 1.0 0.6 -0.8
C -2.882555 -1.243779 -3.944674 0.1 0.1 0.1
C -1.842416 -0.550167 -4.584062 -0.2 -0.1 0.7
H -3.070296 -1.686239 -1.724152 -0.1 0.0 -0.3
H -1.663883 -0.296490 -5.621692 -0.2 -0.2 0.1
H -3.752550 -1.690887 -4.397172 0.1 0.0 -0.1
H 0.641712 1.013424 -4.850361 -0.1 0.1 0.2
H 2.813772 -0.639773 -4.677594 0.1 -0.1 0.1
H 0.270319 3.586743 -3.950704 0.0 0.1 0.2
H 4.103167 -2.126154 -2.731951 0.0 0.0 0.0
H -0.359492 4.858933 -1.579818 0.0 0.2 0.0
H 2.528948 -1.843206 -0.508094 0.0 0.0 -0.2
H -0.576523 2.815230 0.246541 0.0 0.0 -0.1
H -1.198140 -2.845413 -0.775002 0.2 0.1 0.1
C -0.622784 -2.220309 -0.078048 -0.3 0.0 -0.8
H 0.322291 -2.743391 0.087412 0.0 0.1 0.1
H 0.708557 -0.548663 1.162494 -0.4 0.4 1.0
H -1.172519 -2.152488 0.863284 0.0 0.1 0.0
C 1.264086 -0.590158 5.186204 0.4 -0.2 -0.4
C 0.012272 0.117424 4.661914 -0.5 0.3 0.2
C -1.238079 -0.621213 5.131216 -0.4 -0.3 0.0
C -0.017590 1.563918 5.136589 0.0 0.4 0.0
C 0.021775 0.094675 3.195843 0.7 -0.8 -1.1
C 0.136630 -0.118960 2.000125 0.6 0.2 -0.3
H 1.246679 -0.608696 6.281277 -0.1 0.1 -0.2
H 2.172102 -0.075948 4.853940 -0.1 -0.1 0.1
H 1.304818 -1.620417 4.816678 0.0 0.1 0.1
H -1.291388 -0.645100 6.226416 0.1 0.1 -0.3
H -2.133434 -0.124230 4.743574 0.0 -0.1 0.1
H -1.220573 -1.650372 4.756340 -0.1 0.1 0.1
H 0.872065 2.095924 4.784103 -0.1 0.0 0.1
H -0.904368 2.072144 4.745200 0.1 0.0 0.2
H -0.042664 1.592445 6.231437 0.0 0.0 -0.2

***

No. 3
51
Properties=species:S:1:pos:R:3:forces:R:3 method="wB97M-V/def2-TZVPD" orbital_gap_ev=9.75 e_lumo_ev=-2.80 charge=+1
C 1.295334 -1.723104 6.134665 -0.4 -0.2 0.1
O 0.383751 -1.308193 5.088009 0.8 0.3 -0.2
B 0.316894 0.016833 4.837098 -0.8 0.0 0.1
O 0.096140 0.959494 5.822752 -0.1 0.1 -0.5
C 0.540749 0.632193 3.360343 0.3 0.2 0.0
O 1.843468 1.297701 3.618430 0.0 -0.4 0.4
C 2.774234 0.306457 3.520232 0.6 0.2 0.2
O 3.886405 0.349836 3.944704 -0.7 -0.1 -0.3
O 2.237625 -0.756199 2.841375 -0.1 -0.1 -0.3
C 1.041923 -0.226645 2.214162 0.3 0.0 -0.1
C 0.164812 -1.263730 1.505773 0.3 0.2 0.2
S -1.308964 -1.935879 2.239506 0.2 -0.6 0.1
O -2.190504 -2.161717 1.124151 -0.2 0.2 0.0
O -1.011100 -2.989290 3.153651 0.0 0.1 -0.1
C 1.541773 0.659711 1.059487 -0.1 0.0 0.1
C 2.630530 0.258103 0.294180 0.0 0.0 -0.1
C 3.000607 1.051801 -0.779057 -0.2 0.0 0.1
C 2.267157 2.201322 -1.027765 0.1 0.1 -0.3
C 1.198900 2.516869 -0.204735 0.1 -0.1 -0.2
N 0.828420 1.749442 0.816726 -0.2 0.0 -0.1
H 1.901676 -0.893618 6.494127 0.0 0.1 0.0
H 0.725165 -2.131927 6.964374 0.0 -0.1 0.0
H 1.937006 -2.487370 5.707138 0.0 0.0 0.0
H -0.772018 0.842490 6.221616 0.2 -0.1 0.5
H -0.188993 1.385244 3.079026 0.2 0.2 -0.1
H -0.202824 -0.763575 0.612982 -0.2 -0.2 0.0
H 0.750162 -2.121632 1.169624 0.0 -0.1 0.1
H -1.772663 -0.879782 2.953347 -0.1 0.1 0.0
H 3.164849 -0.653346 0.525647 0.0 0.1 0.1
H 3.840935 0.783320 -1.403750 0.0 0.0 0.0
H 2.505769 2.840634 -1.866408 0.1 0.1 0.0
H 0.613793 3.408931 -0.390455 0.0 0.0 0.1
C -1.750521 0.443885 -7.025952 0.1 0.0 0.1
C -2.312194 -0.546255 -6.021137 0.0 0.0 -0.2
N -1.824244 -0.280663 -4.658037 -0.1 -0.1 0.1
C -0.511818 -0.333441 -4.247672 0.0 0.0 -0.1
C -0.501592 -0.060136 -2.921165 -0.1 0.0 0.2
N -1.806409 0.151461 -2.541446 0.0 0.0 0.0
C -2.583960 0.010443 -3.609201 0.0 0.0 0.0
C -2.268702 0.461536 -1.183542 -0.1 0.0 0.0
H -0.667288 0.360307 -7.108937 0.0 0.0 0.0
H -2.176949 0.245791 -8.006922 0.0 0.0 0.0
H -1.992546 1.468072 -6.743432 0.0 0.0 0.0
H -2.038676 -1.569262 -6.275224 0.0 0.0 0.0
H -3.398455 -0.493343 -5.987736 0.0 0.0 0.1
H 0.278281 -0.563833 -4.939190 0.1 0.0 0.1
H 0.289796 0.010003 -2.193856 0.1 0.0 -0.1
H -3.655545 0.113101 -3.621647 0.0 0.0 0.0
H -2.927782 -0.327214 -0.829049 0.1 0.0 0.0
H -2.789672 1.415478 -1.184058 0.0 0.0 0.0
H -1.402737 0.529698 -0.532750 0.0 0.1 0.0

***

No. 4
54
Properties=species:S:1:pos:R:3:forces:R:3 method="wB97M-V/def2-TZVPD" orbital_gap_ev=4.98 e_lumo_ev=-1.32
C -1.847558 2.905045 -2.851056 0.2 -0.5 0.6
C -1.150038 1.513186 -2.885779 -0.2 1.0 -0.3
F -1.282999 1.064704 -4.210119 -0.1 -0.3 0.8
C -1.859769 0.465675 -1.967343 -0.3 0.4 -2.3
N -1.835583 0.789439 -0.514401 -0.2 -1.0 -0.3
C -2.895689 -0.008752 0.190521 -1.2 -0.2 1.2
C -2.420602 -1.339082 0.857864 -0.2 -0.3 0.3
Cl -3.700573 -2.599412 0.455605 0.3 0.5 0.2
N -1.154209 -1.880942 0.425399 -0.6 1.0 -0.2
C -0.715246 -3.043916 1.202089 1.4 -1.2 0.9
C -0.538647 -2.746823 2.731362 0.8 -0.1 -2.0
C 0.150277 -3.899283 3.540179 -0.5 0.4 -0.6
O -0.440267 -4.427722 4.395989 -1.0 -2.8 0.3
O 1.456514 -4.327793 3.296661 -0.1 1.7 -0.7
C -0.068633 -0.911170 0.206014 -0.7 -0.6 0.1
C 0.768437 -1.385424 -1.035069 1.7 -0.9 0.3
F 0.270625 -2.500937 -1.646482 -0.2 0.8 0.5
F 0.965150 -0.471796 -2.038505 -0.5 0.1 0.6
C 2.207960 -1.825176 -0.556841 0.3 -0.2 -1.8
F 2.847135 -0.827576 0.115692 -0.6 -0.5 0.1
F 2.927748 -2.026528 -1.718415 -0.3 0.1 0.7
C -0.557106 0.548450 0.219367 1.6 0.8 1.4
C 0.561336 1.628756 -0.047600 0.3 0.3 0.9
C 0.943952 2.348840 1.306633 -0.6 -1.0 -0.4
S 1.942979 3.855785 1.064873 0.2 -0.1 -0.3
C 3.083088 3.574457 -0.266879 2.1 0.9 -1.9
N 3.872469 4.512062 -0.786854 -1.5 0.3 1.9
N 4.584426 3.963844 -1.771791 1.0 -1.1 -1.9
C 4.261299 2.702243 -1.924085 -0.4 2.8 1.8
O 3.332140 2.459398 -0.956134 -1.5 -3.2 0.3
H -1.797234 3.332726 -1.819434 0.0 -0.1 -0.7
H -1.354121 3.624255 -3.534639 -0.3 -0.5 0.4
H -2.916941 2.775407 -3.118454 0.6 0.2 0.0
H -0.064000 1.595956 -2.707461 -0.6 -0.1 0.1
H -1.495678 -0.546938 -2.228650 0.0 0.5 0.8
H -2.921040 0.488612 -2.303707 0.6 0.0 0.5
H -2.079156 1.777730 -0.375615 0.1 -0.2 -0.3
H -3.290996 0.649215 0.997975 0.4 -0.5 -0.4
H -3.776414 -0.238183 -0.438441 0.9 0.3 -0.1
H -2.520614 -1.210391 1.960447 0.2 -0.3 -0.7
H -1.365453 -3.936017 1.094422 0.1 0.8 -0.3
H 0.272737 -3.366771 0.794068 -0.7 0.2 0.0
H 0.063731 -1.825562 2.905438 -0.3 -0.6 -0.4
H -1.515750 -2.524266 3.185004 0.7 -0.6 -0.2
H 1.968653 -3.503008 3.194991 0.1 -0.5 -0.1
H 0.603367 -1.005817 1.097014 -0.2 0.4 -0.7
H 2.209621 -2.803870 -0.040564 -0.1 0.8 0.3
H -0.809238 0.755573 1.289688 -0.3 -0.5 -0.7
H 1.505442 1.177065 -0.401965 -0.8 0.3 -0.3
H 0.215122 2.445636 -0.713112 0.2 -0.7 0.1
H 1.406308 1.631643 2.021684 0.0 0.5 -0.6
H 0.002955 2.686423 1.801859 0.8 0.2 -0.3
H 4.612303 1.958711 -2.639464 -0.3 0.2 0.6
Cl -0.662220 -2.047682 5.148023 -0.2 3.0 2.8